[1]
# C5H6O2S

The molecule C5H6O2S in a non-equilibrium geometry (ωB97M-V/def2-TZVPD, the Open Molecules 2025 dataset).

Calculated values
* gap between HOMO and LUMO: 9.1 eV
* highest occupied orbital energy: -8.934 eV
* energy relative to the best compared isomer or geometry (same formula, charge and spin): 94.9 kJ/mol
* SMILES: O=C[C@@H]1CCC(=S)O1
* F_max: 2.858 eV Å⁻¹

Geometry as XYZ:
```
14
Properties=species:S:1:pos:R:3:forces:R:3:mulliken_charge:R:1
O -2.9215 -1.0314 -0.1098 0.78 -0.67 0.03 -0.47
C -1.7414 -1.2834 -0.1674 -1.24 2.47 0.18 -0.11
C -0.6771 -0.3836 0.4352 -0.55 -1.98 1.98 0.41
C -0.3718 0.8826 -0.1836 0.60 2.42 -1.34 -0.85
C 1.1627 0.9660 -0.0314 -0.54 2.25 1.08 -0.35
C 1.6065 -0.4383 0.0106 0.69 -0.88 0.52 0.14
S 3.1077 -1.0989 -0.0783 -1.07 0.56 -0.09 -0.28
O 0.5021 -1.1793 0.2150 0.79 -0.52 0.58 -0.34
H -1.2548 -2.0231 -0.7638 -0.10 -1.38 -0.67 0.39
H -0.8906 -0.2055 1.5256 0.42 -0.62 -0.70 0.23
H -0.6240 0.9159 -1.2210 -0.16 -0.31 -0.98 0.31
H -0.9030 1.7396 0.2205 0.07 -0.06 0.40 0.35
H 1.6504 1.5881 -0.7669 0.13 -0.18 -0.47 0.34
H 1.3547 1.5513 0.9152 0.19 -1.08 -0.53 0.23
```
Forces are in eV/Å.

=====

[2]
# C5H6O3

A structure of composition C5H6O3 in a non-equilibrium geometry (ωB97M-V/def2-TZVPD, the Open Molecules 2025 dataset).

Calculated values
* gap between HOMO and LUMO: 10.4 eV
* highest occupied orbital energy: -10.252 eV
* energy relative to the best compared isomer or geometry (same formula, charge and spin): 368.7 kJ/mol
* F_max: 5.218 eV Å⁻¹

Geometry as XYZ:
```
14
Properties=species:S:1:pos:R:3:forces:R:3:mulliken_charge:R:1
C -1.4285 -0.3311 0.0422 -4.57 -1.52 1.24 0.61
C 0.7101 -1.3326 -0.5528 -1.20 3.29 -1.89 -0.14
C 0.8889 0.4212 0.9597 0.35 -0.13 2.33 -0.39
C 0.1800 1.3829 0.0063 -2.20 1.12 -2.47 -0.14
C -1.0497 1.0111 -0.5315 2.53 -0.94 0.26 -0.34
H 0.4594 -0.7957 -1.5669 0.78 -1.53 1.29 0.33
H 1.0994 -2.3089 -0.5735 0.07 -1.31 -0.51 0.26
H 1.7360 0.8751 1.7033 -2.43 -1.02 -1.97 0.29
H -0.1734 -0.2149 1.6115 4.47 2.48 -1.04 0.33
H 0.5398 2.3447 -0.5007 0.26 -1.41 1.46 0.28
H -1.5909 1.4421 -1.4440 0.79 -0.43 1.92 0.32
O -2.5384 -0.6289 0.5534 3.49 1.48 -1.87 -0.59
O -0.4784 -1.3054 0.1731 -1.58 -1.73 -0.94 -0.45
O 1.6458 -0.5597 0.1200 -0.75 1.64 2.18 -0.36
```
Forces are in eV/Å.